[1]
Molecular formula: C2H6O2
Method: DFT, ωB97M-V with the def2-TZVPD basis set

XYZ file:
```
10
C2H6O2 (ωB97M-V with the def2-TZVPD basis set)
O 1.4923 0.3636 0.1831
C 0.3109 0.5090 -0.5930
C -0.9014 -0.0922 0.1431
O -0.5066 -1.2248 0.8852
H 1.8458 -0.5145 -0.0053
H 0.1736 1.5831 -0.7490
H 0.4403 0.0374 -1.5760
H -1.3705 0.6592 0.7974
H -1.6640 -0.4269 -0.5677
H 0.1795 -0.8939 1.4820
```

Calculated values
Energy (eV): -6265.6270
Energy relative to the best compared isomer or geometry (same formula, charge and spin) (kcal per mole): 14.5
SMILES: OCCO


[2]
Molecular formula: ClFIZn
Method: DFT, ωB97M-V with the def2-TZVPD basis set

XYZ file:
```
4
ClFIZn (ωB97M-V with the def2-TZVPD basis set)
Zn -0.0224 -1.2047 0.4215
I -2.7307 -0.0311 -2.1587
F -0.7187 1.0533 1.9495
Cl 3.4719 0.1825 -0.2124
```

Calculated values
Energy (eV): -71756.7575
Charge: -1


[3]
Molecular formula: C5H10O
Method: DFT, ωB97M-V with the def2-TZVPD basis set

XYZ file:
```
16
C5H10O (ωB97M-V with the def2-TZVPD basis set)
C -0.5666 1.5528 -1.1916
C 0.6681 1.3565 -1.5307
C 0.4470 2.2254 -0.3111
H -1.6129 1.4745 -1.4269
H 1.3481 1.0269 -2.3009
H 0.5535 3.3056 -0.4176
H 0.6458 1.8537 0.7000
C 0.3879 -1.5468 1.5344
C -0.9092 -0.9361 1.0489
O -1.0160 -1.0701 -0.3596
H 0.4175 -1.4918 2.6306
H 1.2227 -0.9899 1.0974
H 0.4252 -2.5778 1.1756
H -1.7484 -1.4767 1.4919
H -0.9640 0.1075 1.4049
H -0.3154 -0.5387 -0.7524
```

Calculated values
Energy (eV): -7391.4047
Energy relative to the best compared isomer or geometry (same formula, charge and spin) (kcal per mole): 77.5
SMILES: C1=CC1.CCO


[4]
Molecular formula: C3H2N2O3S2
Method: DFT, ωB97M-V with the def2-TZVPD basis set

XYZ file:
```
12
C3H2N2O3S2 (ωB97M-V with the def2-TZVPD basis set)
O -4.0070 2.3084 0.7589
S -2.7163 2.7195 1.3560
O -2.6781 2.5924 2.8304
O -2.4794 4.1188 0.9561
C -1.5385 1.5719 0.5954
N -1.6436 0.6417 -0.2847
C -0.5686 -0.1436 -0.3012
C 0.3755 0.1312 0.6788
N 0.1291 1.0994 1.5855
S 0.9873 1.7851 2.7513
H -0.4376 -0.9053 -1.2062
H 1.1583 -0.6010 0.7945
```

Calculated values
Energy (eV): -33933.3068
SMILES: O=S([O-])([O-])=C=N/C=C\N=S
Charge: -2


[5]
Molecular formula: C30H23IN3OPSZr
Method: DFT, ωB97M-V with the def2-TZVPD basis set

XYZ file:
```
61
C30H23IN3OPSZr (ωB97M-V with the def2-TZVPD basis set)
Zr -0.3593 -0.1351 -0.6697
N -4.4822 -0.1394 0.9788
C -3.2463 0.2235 0.6006
S -1.9365 -0.8824 1.0889
N -3.0786 1.2922 -0.1058
N -1.7563 1.5630 -0.4362
C -1.4967 2.8283 -0.5764
C -0.2252 3.4199 -0.8823
C -0.1477 4.8138 -1.0281
C 1.0527 5.4226 -1.3152
C 2.2029 4.6470 -1.4578
C 2.1556 3.2708 -1.3154
C 0.9480 2.6621 -1.0241
O 0.8683 1.3174 -0.9030
H -4.6039 -0.8595 1.6690
H -5.2366 0.5131 0.8306
H -2.3384 3.5004 -0.4240
H -1.0473 5.4057 -0.9134
H 1.1049 6.4959 -1.4286
H 3.1472 5.1250 -1.6815
H 3.0453 2.6633 -1.4156
I 1.4996 -1.6998 0.9974
C 2.5883 -3.2817 0.0670
C 3.5088 -3.7265 0.9734
C 4.3244 -4.8322 0.6814
C 4.1662 -5.4646 -0.5104
C 3.2201 -5.0120 -1.4613
C 3.1112 -5.7306 -2.6756
C 2.2376 -5.3593 -3.6504
C 1.4522 -4.2189 -3.4414
C 1.5120 -3.4850 -2.2757
P 0.4546 -2.0299 -2.3541
C -1.2877 -2.5115 -2.3286
C -1.7765 -3.7840 -2.0710
C -3.1460 -3.9679 -1.9184
C -4.0234 -2.8926 -2.0017
C -3.5442 -1.6138 -2.2424
C -2.1790 -1.4281 -2.4056
C 0.7036 -1.1815 -3.9282
C -0.0989 -1.4074 -5.0457
C 0.1660 -0.7297 -6.2246
C 1.2239 0.1694 -6.2908
C 2.0208 0.4010 -5.1782
C 1.7585 -0.2667 -3.9918
C 2.3939 -3.8680 -1.2139
H 3.6160 -3.2404 1.9337
H 5.0482 -5.1669 1.4106
H 4.7650 -6.3311 -0.7588
H 3.7507 -6.5939 -2.8100
H 2.1593 -5.9119 -4.5759
H 0.7912 -3.8974 -4.2373
H -1.0968 -4.6226 -1.9909
H -3.5313 -4.9617 -1.7334
H -5.0859 -3.0549 -1.8823
H -4.2209 -0.7729 -2.3152
H -1.8155 -0.4375 -2.7047
H -0.9290 -2.1025 -4.9979
H -0.4526 -0.9036 -7.0947
H 1.4249 0.6943 -7.2150
H 2.8427 1.1019 -5.2340
H 2.3781 -0.0878 -3.1198
```

Calculated values
Energy (eV): -67494.7455
Energy relative to the best compared isomer or geometry (same formula, charge and spin) (kcal per mole): 9.8
Charge: +2


[6]
Molecular formula: C5H13N2O
Method: DFT, ωB97M-V with the def2-TZVPD basis set

XYZ file:
```
21
C5H13N2O (ωB97M-V with the def2-TZVPD basis set)
N -1.5870 1.9090 1.9092
C -1.2354 1.4071 0.7004
C 0.0428 1.3507 0.2391
C 0.2334 0.7013 -1.0812
C 0.4387 -0.8805 -1.0995
N 1.9077 -1.0406 -0.6311
C -0.4785 -1.6730 -0.2200
O -0.2488 -1.5562 1.1850
H -0.9431 2.3006 2.5725
H -2.5403 1.8392 2.2234
H -2.0347 1.0572 0.0705
H 0.8084 2.0614 0.5116
H -0.6894 0.7075 -1.6924
H 0.9767 1.1421 -1.7531
H 0.4687 -1.1304 -2.1681
H 2.3904 -0.1467 -0.5619
H 2.4154 -1.7658 -1.1273
H 1.7970 -1.3594 0.3440
H -0.3615 -2.7033 -0.5178
H -1.5577 -1.4793 -0.3007
H 0.1972 -0.7411 1.3974
```

Calculated values
Energy (eV): -10415.7970
Energy relative to the best compared isomer or geometry (same formula, charge and spin) (kcal per mole): 55.3
SMILES: N/C=C/C[C@@H]([NH3+])CO
Charge: +1